# CH2NO3S

A 2-piece molecular cluster, CH2NO3S overall at a distorted geometry (ωB97M-V/def2-TZVPD, the Open Molecules 2025 dataset).

Geometry as XYZ:
```
8
Properties=species:S:1:pos:R:3:mulliken_charge:R:1
N 0.727 -0.566 0.812 0.408
O 0.092 -0.830 1.849 -0.674
C 0.469 -0.067 -0.341 0.183
O -2.748 1.398 -1.778 -0.877
H 2.796 -0.238 1.202 0.286
O 2.244 -0.893 0.831 -0.497
S -0.584 0.537 -1.385 -0.036
H -2.995 0.658 -1.191 0.206
```

The lowest unoccupied orbital energy (alpha / beta) is 3.10 / 3.10 eV. Its spin multiplicity is 1. For the HOMO energy (alpha / beta), the calculation gives -3.9423 / -3.9446 eV. The value obtained for the molar mass is 108.10 g/mol. The orbital gap (alpha / beta) comes out at 7.0 / 7.0 eV. Its charge is -1.